(1)
Computed, not measured: C22H25N3O3S in the gas phase, with the ωB97M-V functional and the def2-TZVPD basis.

```
54
Properties=species:S:1:pos:R:3
C -0.83123 0.45804 2.73615
C 0.20265 -0.28979 1.97571
C 1.55501 -0.12933 1.96105
C 2.09930 -1.09839 1.06775
C 1.01623 -1.82181 0.56866
N -0.11543 -1.32256 1.12292
C -1.44390 -1.80444 0.85630
H -1.37797 -2.86017 0.58418
H -2.04490 -1.70847 1.76384
C -2.15123 -1.04072 -0.27781
C -3.22754 -1.87584 -0.98035
H -2.82104 -2.45059 -1.80837
C -4.21657 -0.80214 -1.42144
H -5.22117 -1.18236 -1.58940
C -4.14788 0.16367 -0.24081
H -4.37043 1.19829 -0.51271
O -2.81712 0.10734 0.24431
H -4.83787 -0.14631 0.55731
H -3.85915 -0.31568 -2.32916
H -3.69938 -2.55470 -0.26694
H -1.40342 -0.70171 -1.00698
C 1.00454 -2.91528 -0.43515
H 0.55186 -3.81866 -0.02505
H 2.02716 -3.14882 -0.71622
H 0.44133 -2.61963 -1.32105
C 3.48595 -1.32410 0.72018
O 3.89161 -2.33453 0.17095
C 4.44789 -0.17367 0.97789
H 4.11578 0.53882 1.72591
H 5.44757 -0.54739 1.19205
S 4.60936 0.70804 -0.61997
C 2.90043 1.19642 -0.74937
N 2.48354 2.04324 0.11197
C 1.16728 2.41050 0.07980
C 0.69324 3.35602 0.99403
C -0.62749 3.73821 0.95629
C -1.49887 3.19945 0.01016
C -1.04848 2.26387 -0.89172
C 0.28554 1.85306 -0.86163
C 0.77466 0.84327 -1.78887
O 0.07722 0.21625 -2.56641
N 2.15054 0.60918 -1.71970
C 2.73388 -0.33707 -2.64839
H 1.93262 -0.68953 -3.29593
H 3.17304 -1.17894 -2.11371
H 3.50607 0.15026 -3.24326
H -1.70130 1.83896 -1.63798
H -2.52952 3.51909 -0.01067
H -0.99485 4.46841 1.66265
H 1.38470 3.77196 1.70938
H 2.09816 0.59015 2.53956
H -0.37411 1.32197 3.20978
H -1.62102 0.79503 2.06718
H -1.27526 -0.16685 3.51307
```

Output
Strongest force on any atom: 0.76 eV/Å
Structure (SMILES): Cc1cc(C(=O)CSc2nc3ccccc3c(=O)n2C)c(C)n1C[C@H]1CCCO1
Energy relative to the best compared isomer or geometry (same formula, charge and spin): 0.959 eV
HOMO level: -7.95 eV
DFT total energy: -1641.5568 hartree
LUMO energy: 0.48 eV


(2)
Computed, not measured: a molecular structure, C7H17AlBFNO5 at a distorted geometry, with the ωB97M-V functional and the def2-TZVPD basis.

```
33
Properties=species:S:1:pos:R:3
C 0.15068 -3.60623 -1.84444
C 1.37578 -3.25344 -0.97879
C 1.06486 -3.08437 0.52726
N 0.96692 -1.73093 1.06003
Al 0.13022 -0.37022 0.01249
B 1.51135 0.85349 -1.09969
O 1.33359 1.00297 -2.49490
O 2.57133 1.61387 -0.59084
C 3.27424 1.01991 0.48793
H 0.28291 -4.57086 -2.32734
H -0.07473 -2.84422 -2.58211
H -0.73944 -3.69775 -1.22972
H 1.91416 -2.39506 -1.37054
H 2.05079 -4.10560 -1.06547
H 0.17553 -3.66647 0.77177
H 1.88335 -3.58033 1.05932
H 1.86443 -1.45610 1.43309
H -0.60980 0.65836 1.04336
H -0.99605 -0.94006 -0.98173
H 2.04177 0.52812 -2.95783
H 4.24081 1.50204 0.59779
H 3.41610 -0.04773 0.34312
H 2.72029 1.14727 1.42184
C -2.06310 3.07063 1.01342
C -3.30050 2.32048 0.57794
O -4.30903 2.88884 1.41508
C -3.92095 4.15280 1.72315
O -4.63358 4.98173 2.19168
O -2.62186 4.34123 1.41675
F -3.20170 1.00578 0.81194
H -1.58509 2.58592 1.86137
H -1.33376 3.19947 0.22038
H -3.57954 2.47644 -0.46631
```

Output
Strongest force on any atom: 1.03 eV/Å
Charge: -1
HOMO level: -3.81 eV
DFT total energy: -1075.1296 hartree
LUMO energy: 3.08 eV